No. 1
{
  "formula": "C15H21N3O6",
  "method": "ωB97M-V/def2-TZVPD",
  "relative_energy_kj_mol": 1021.1,
  "smiles": "C[N+](=O)[O-].C[N+](=O)[O-].C[N+](=O)[O-].c1ccccc1.c1ccccc1",
  "spin_multiplicity": 1,
  "homo_ev": -9.376,
  "fmax_ev_per_a": 1.60,
  "total_energy_ha": -1199.56260,
  "e_lumo_ev": 0.11,
  "charge": 0,
  "symbols": ["C", "N", "O", "O", "H", "H", "H", "C", "N", "O", "O", "H", "H", "H", "C", "N", "O", "O", "H", "H", "H", "C", "C", "C", "C", "C", "C", "H", "H", "H", "H", "H", "H", "C", "C", "C", "C", "C", "C", "H", "H", "H", "H", "H", "H"],
  "positions_angstrom": [[-1.162430, -1.088153, 4.498735], [-1.167781, -0.921845, 5.969740], [-2.152258, -0.400375, 6.455124], [-0.228777, -1.373935, 6.588555], [-1.896724, -1.867343, 4.304630], [-0.171035, -1.311432, 4.125209], [-1.552371, -0.228056, 3.956154], [-2.094935, 0.682366, -3.205301], [-2.415152, 1.507390, -2.009668], [-2.477026, 2.691380, -2.161910], [-2.552667, 0.924281, -0.964646], [-1.016733, 0.543243, -3.253680], [-2.468906, 1.171668, -4.096459], [-2.540393, -0.299259, -3.073658], [0.457222, 0.239788, 0.506559], [1.805997, 0.842050, 0.739374], [1.838875, 1.936980, 1.260771], [2.777319, 0.233985, 0.345824], [-0.155845, 0.943586, -0.038812], [0.069492, 0.043379, 1.506586], [0.660679, -0.747340, 0.102720], [0.988557, -3.463605, -0.397927], [-0.379022, -3.449478, -0.559605], [-1.194799, -3.334275, 0.571856], [-0.621733, -3.366074, 1.835800], [0.766457, -3.341304, 2.012276], [1.556299, -3.406185, 0.856805], [1.674485, -3.703511, -1.203444], [-0.863845, -3.508631, -1.525524], [-2.266131, -3.328101, 0.424239], [-1.308127, -3.343765, 2.672609], [1.196096, -3.364081, 3.003109], [2.613266, -3.578479, 1.018432], [1.504415, 3.367484, -1.187176], [0.682231, 4.251290, -1.842982], [0.392896, 4.048217, -3.201103], [0.924816, 2.970226, -3.876546], [1.745105, 2.069031, -3.184922], [2.006867, 2.225081, -1.826488], [1.673840, 3.406754, -0.116047], [0.153214, 5.044526, -1.332422], [-0.237548, 4.717578, -3.773480], [0.769180, 2.904325, -4.945191], [2.146672, 1.207200, -3.706897], [2.520256, 1.453421, -1.271219]],
  "forces_ev_per_a": [[-0.419, 0.014, -0.819], [-0.177, 0.260, 0.042], [0.197, -0.029, -0.036], [0.020, 0.066, -0.042], [0.295, -0.280, 0.010], [0.040, -0.305, 0.286], [0.032, 0.337, 0.605], [-0.037, -0.602, -0.222], [0.366, -0.561, -0.831], [-0.159, 1.130, -0.106], [-0.083, -0.505, 0.933], [0.049, 0.325, 0.080], [0.062, 0.160, 0.061], [-0.141, 0.087, 0.090], [0.726, -0.792, 1.074], [-0.411, 0.240, 0.011], [0.070, -0.360, 0.446], [0.188, -0.373, 0.314], [-0.026, -0.091, -0.171], [-0.258, 0.377, -0.038], [-0.323, 0.212, -0.645], [0.749, -0.757, -0.372], [-0.757, 0.531, 0.424], [0.563, -0.513, -0.578], [-0.174, 0.725, 0.221], [-0.738, -0.267, -0.993], [0.044, -0.338, 1.561], [-0.267, 0.364, -0.280], [0.241, -0.037, -0.114], [-0.048, 0.036, 0.236], [0.205, -0.091, 0.188], [0.097, 0.017, 0.005], [0.106, 0.354, -0.361], [0.049, -0.904, 0.716], [-0.674, 0.094, -0.934], [0.084, 0.143, 0.165], [0.765, 0.031, 0.331], [-0.189, -0.337, -0.130], [-0.522, 0.624, -0.809], [-0.049, 0.605, -0.345], [0.311, 0.127, 0.169], [-0.091, 0.165, 0.317], [-0.060, -0.310, 0.000], [0.021, 0.015, -0.017], [0.326, 0.411, -0.447]]
}


No. 2
{
  "formula": "C5H9NOS",
  "method": "ωB97M-V/def2-TZVPD",
  "relative_energy_kj_mol": 315.5,
  "spin_multiplicity": 1,
  "homo_ev": -9.008,
  "fmax_ev_per_a": 4.05,
  "total_energy_ha": -723.99962,
  "e_lumo_ev": 0.57,
  "charge": 0,
  "symbols": ["C", "C", "C", "C", "C", "H", "H", "H", "H", "H", "H", "H", "H", "H", "N", "O", "S"],
  "positions_angstrom": [[-0.397578, 0.292122, -0.596097], [0.951702, 0.770477, -0.052730], [0.778741, -1.315615, 0.764355], [-0.615488, -0.915391, 0.340591], [-1.682690, 0.775238, 0.175256], [0.290621, 1.445976, -2.921250], [1.337793, 1.483048, -0.681363], [0.850140, 1.170892, 0.979945], [2.515553, -0.342784, 0.501054], [0.787280, -1.257554, 1.942124], [0.947033, -2.355858, 0.626033], [-1.267375, -1.738458, -0.096272], [-2.574518, 0.713514, -0.501183], [-1.589586, 1.799418, 0.617854], [1.665146, -0.483532, 0.047720], [-1.537844, -0.217861, 1.240545], [-0.458930, 0.176367, -2.386583]],
  "forces_ev_per_a": [[-1.252, 1.030, 1.647], [-1.598, -1.010, 1.690], [-1.153, -1.015, 3.752], [-1.401, -2.086, -1.600], [0.575, 1.818, -0.042], [-1.567, -2.609, 1.680], [1.482, 1.565, -1.414], [-0.371, 0.292, -0.492], [1.715, -0.017, 0.786], [0.191, 0.483, -1.739], [0.261, -0.938, -0.586], [1.204, 0.603, 0.292], [0.479, -0.334, 0.953], [-0.356, -0.675, -0.430], [-0.401, 0.537, -1.377], [1.024, 0.548, -1.761], [1.167, 1.807, -1.360]]
}


No. 3
{
  "formula": "C7H8F2N2",
  "method": "ωB97M-V/def2-TZVPD",
  "relative_energy_kj_mol": 577.5,
  "smiles": "CCC1=CN1/N=C1/CC1(F)F",
  "spin_multiplicity": 1,
  "homo_ev": -8.259,
  "fmax_ev_per_a": 4.55,
  "total_energy_ha": -580.50933,
  "e_lumo_ev": 0.63,
  "charge": 0,
  "symbols": ["C", "C", "C", "C", "N", "N", "C", "C", "C", "F", "F", "H", "H", "H", "H", "H", "H", "H", "H"],
  "positions_angstrom": [[0.278154, -0.294523, 2.585410], [0.805655, 0.475826, 1.356931], [-0.214809, 0.926135, 0.370815], [-1.449037, 0.717642, 0.007496], [-0.480346, 1.290336, -1.012671], [0.080642, 0.610107, -2.062052], [-0.535070, 0.174890, -3.052858], [-0.472427, -0.311593, -4.395525], [-1.779721, -0.229744, -3.692437], [-2.493873, -1.365627, -3.362915], [-2.763191, 0.708324, -3.972820], [-0.341488, 0.287944, 3.144044], [1.011012, -0.493563, 3.353350], [-0.238273, -1.134737, 2.223702], [1.531722, -0.123063, 0.608026], [1.326385, 1.452341, 1.586699], [-2.416930, 0.338391, -0.054886], [-0.300325, 0.483718, -5.281698], [-0.144403, -1.369869, -4.669847]],
  "forces_ev_per_a": [[2.036, 0.425, -1.728], [2.229, 0.989, -2.068], [-2.042, -2.096, 0.454], [2.163, 0.624, -0.764], [-0.556, 0.937, 0.175], [1.919, 0.078, 0.497], [-1.397, -0.306, 1.827], [0.893, -0.305, -4.455], [-2.402, 0.691, 0.733], [1.094, 0.524, -0.157], [1.110, -0.507, -0.315], [-2.396, 1.899, 1.081], [0.811, -0.653, -0.441], [-0.554, -1.373, -0.040], [-1.211, 1.039, 2.118], [0.052, -1.258, 0.273], [-1.195, -0.375, 0.235], [-0.345, -1.858, 2.094], [-0.209, 1.527, 0.481]]
}


No. 4
{
  "formula": "C5H10BNO",
  "method": "ωB97M-V/def2-TZVPD",
  "relative_energy_kj_mol": 472.0,
  "spin_multiplicity": 1,
  "homo_ev": [-7.752, -7.752],
  "fmax_ev_per_a": 4.26,
  "total_energy_ha": -351.23027,
  "e_lumo_ev": [-0.62, -0.62],
  "charge": 0,
  "symbols": ["B", "C", "C", "C", "C", "C", "N", "O", "H", "H", "H", "H", "H", "H", "H", "H", "H", "H"],
  "positions_angstrom": [[0.778161, -0.274461, 0.277084], [3.133265, 0.590827, -0.505128], [2.243663, -0.012957, 0.376522], [-1.598804, -0.503030, -0.532150], [-1.593342, -1.791528, 0.378393], [-0.835299, 1.596364, 0.054112], [-0.472926, 0.225421, -0.058737], [-0.413998, -2.430310, 0.528724], [4.115061, 0.719968, -0.220413], [2.970603, 1.093039, -1.417820], [2.605077, -0.404778, 1.319514], [-1.552035, -0.772807, -1.556441], [-2.473806, 0.028710, -0.379391], [-2.022999, -1.397732, 1.291025], [-2.294531, -2.506034, 0.081234], [0.164459, 2.088196, 0.217585], [-1.331035, 1.998745, -0.804971], [-1.421510, 1.752375, 0.950862]],
  "forces_ev_per_a": [[-3.800, -1.329, -1.382], [-3.039, -1.285, 2.428], [1.860, 0.889, -1.224], [0.967, -3.954, 1.200], [0.080, 1.063, 0.090], [2.919, 1.647, 1.247], [1.652, -0.271, -0.248], [2.276, 2.328, -0.456], [2.120, -0.128, 0.885], [-1.088, 0.071, -1.053], [0.689, 0.047, -0.021], [0.488, -0.104, -1.204], [-1.728, 1.139, 0.433], [-0.005, 0.291, 1.135], [-1.616, -1.105, -1.183], [-1.216, 0.479, -0.184], [-0.189, 0.112, -0.577], [-0.370, 0.111, 0.113]]
}


Question: Number 3 is which compound?
Answer: C7H8F2N2


Question: Which formula does entry 4 have?
Answer: C5H10BNO